1.
The following is a quantum chemistry calculation of a single C5H10O molecule in a non-equilibrium geometry, from the OMol25 dataset.

Structure (XYZ):
```
16
Properties=species:S:1:pos:R:3:forces:R:3:mulliken_charge:R:1
C -0.82005 -0.00941 -2.30329 0.1 -0.1 0.0 -1.13
C -1.20130 -0.05758 -0.82836 -0.4 0.1 -0.1 -0.23
O -0.23200 -0.72304 -0.04085 -0.4 -0.5 0.3 -0.38
C 0.22537 0.01133 1.08209 -0.4 -0.3 -0.9 0.46
C 0.84249 -0.52505 2.30063 0.3 0.3 -0.5 -0.84
C 1.55073 0.54898 0.94466 0.3 0.1 0.9 -0.77
H -1.62611 0.45490 -2.88717 0.1 -0.1 0.2 0.35
H -0.65363 -1.01727 -2.69434 0.0 0.1 0.1 0.27
H 0.09349 0.57408 -2.45952 -0.1 -0.1 0.1 0.28
H -1.36315 0.97060 -0.46726 0.1 -0.2 0.0 0.32
H -2.14557 -0.60026 -0.70538 -0.1 0.1 -0.1 0.27
H -0.47776 0.79469 1.41348 -0.1 -0.4 -0.4 0.29
H 0.25523 -0.53711 3.24563 0.8 1.0 -0.5 0.26
H 1.58309 -1.31810 2.30166 -0.3 -0.1 -0.5 0.28
H 1.65463 1.56554 0.52326 0.2 -0.1 1.4 0.28
H 2.31454 -0.13231 0.57478 -0.3 0.0 0.1 0.27
```
Positions in Å, forces in eV/Å.

Output
**SMILES string**: CCOC1CC1
**ΔE to the lowest compared entry with this formula, charge and spin**: 82.5 kcal per mole
**Spin multiplicity**: 1
**HOMO-LUMO gap**: 10.144 eV

***

2.
The following is a quantum chemistry calculation of a single C5H10O molecule in a non-equilibrium geometry, from the OMol25 dataset.

Structure (XYZ):
```
16
Properties=species:S:1:pos:R:3:forces:R:3:mulliken_charge:R:1
C 1.88142 -0.27532 -0.06414 -0.8 0.9 0.8 -1.41
C 0.36326 0.67447 0.22165 2.1 -0.7 0.9 0.15
C -0.56770 0.52758 -0.98880 1.4 -1.1 -0.6 -0.59
C -1.72883 -0.38861 -0.57551 0.3 0.1 -0.2 -0.38
O -1.28102 -0.97618 0.64046 0.1 0.0 0.1 -0.39
C -0.43341 -0.04525 1.29469 0.4 0.2 0.4 -0.63
H 2.46025 -0.09713 -1.00628 -0.9 0.4 0.5 0.39
H 2.52045 0.03470 0.75892 0.2 -0.1 0.1 0.42
H 1.75952 -1.38117 -0.00814 -0.5 0.8 0.1 0.34
H 0.74666 1.66900 0.41026 -0.2 0.1 0.5 0.44
H -0.74231 1.33343 -1.71530 0.3 -0.3 0.6 0.41
H 0.41920 -0.04766 -1.08025 -2.7 -0.6 -3.7 0.13
H -1.89647 -1.20789 -1.28734 0.1 0.2 0.2 0.24
H -2.71005 0.10850 -0.42975 0.5 0.2 0.0 0.27
H -1.02108 0.67829 1.88034 0.0 -0.1 -0.1 0.27
H 0.23012 -0.60676 1.94921 -0.2 0.0 0.2 0.37
```
Positions in Å, forces in eV/Å.

Output
**SMILES string**: C[C@H]1CCOC1
**ΔE to the lowest compared entry with this formula, charge and spin**: 78.2 kcal per mole
**Spin multiplicity**: 1
**HOMO-LUMO gap**: 10.025 eV

***

3.
The following is a quantum chemistry calculation of 2 unconnected molecules or ions with the total composition C5H10O in a non-equilibrium geometry, from the OMol25 dataset.

Structure (XYZ):
```
16
Properties=species:S:1:pos:R:3:forces:R:3:mulliken_charge:R:1
C -0.16273 -2.08036 0.54809 -0.3 0.1 0.0 -0.98
C -0.88342 -3.39883 0.35262 1.0 0.4 0.8 0.06
C -1.68995 -3.88766 1.28308 -0.1 -0.6 -0.5 -0.75
H 0.21080 -1.94245 1.56353 0.0 -0.2 0.1 0.31
H 0.68359 -1.93212 -0.12293 -0.2 0.0 -0.1 0.30
H -0.90333 -1.28904 0.40475 0.3 0.2 -0.2 0.25
H -0.58367 -3.97664 -0.51215 -0.5 0.0 -0.2 0.31
H -2.21406 -4.82031 1.10523 0.1 0.0 0.2 0.25
H -1.82215 -3.41355 2.24570 -0.2 0.2 -0.1 0.25
C 1.32131 3.03018 -1.59862 -0.4 0.5 -0.3 -0.72
C 1.18234 4.11587 -0.85396 0.4 -0.2 0.3 0.12
O 0.19023 4.23941 0.07396 -0.3 0.2 -0.1 -0.48
H 2.17549 2.98193 -2.25528 0.0 -0.2 -0.1 0.25
H 0.51948 2.30503 -1.67853 0.3 -0.2 0.2 0.24
H 1.92995 4.90410 -0.85658 -0.1 0.0 0.0 0.25
H 0.04612 5.16445 0.30108 0.1 -0.1 0.0 0.34
```
Positions in Å, forces in eV/Å.

Output
**SMILES string**: C=CC.C=CO
**ΔE to the lowest compared entry with this formula, charge and spin**: 47.2 kcal per mole
**Spin multiplicity**: 1
**HOMO-LUMO gap**: 10.008 eV

***

4.
The following is a quantum chemistry calculation of a single C5H10O molecule, from the OMol25 dataset.

Structure (XYZ):
```
16
Properties=species:S:1:pos:R:3:forces:R:3:mulliken_charge:R:1
O -2.06197 1.35871 -0.45514 0.2 -0.1 0.2 -0.52
C -0.90116 1.27148 -1.26587 0.3 -0.1 -0.3 -0.64
C -0.08397 0.01074 -0.96885 0.0 0.1 0.1 -0.55
C 0.45712 0.02149 0.46465 -0.6 -0.1 -0.1 -0.09
C 1.54710 -0.93017 0.85484 0.2 0.2 0.1 -0.63
C 0.14280 -1.19054 1.33513 0.0 0.0 0.0 -0.67
H -1.79172 1.12251 0.44190 -0.2 0.1 -0.1 0.36
H -0.25788 2.16160 -1.13934 -0.2 -0.2 0.0 0.30
H -1.25406 1.27047 -2.30325 0.1 0.0 0.2 0.35
H 0.74586 -0.07749 -1.68508 -0.2 0.1 0.1 0.32
H -0.73837 -0.86343 -1.10633 0.2 0.2 -0.1 0.32
H 0.46416 1.02420 0.91900 0.1 -0.5 0.0 0.48
H 2.00273 -1.54153 0.07181 -0.3 0.1 0.3 0.26
H 2.23949 -0.54268 1.59707 0.0 -0.2 -0.1 0.23
H -0.41507 -1.98674 0.84073 0.2 0.2 0.1 0.23
H -0.09505 -1.10861 2.39872 0.2 0.2 -0.4 0.26
```
Positions in Å, forces in eV/Å.

Output
**SMILES string**: OCCC1CC1
**ΔE to the lowest compared entry with this formula, charge and spin**: 29.5 kcal per mole
**Spin multiplicity**: 1
**HOMO-LUMO gap**: 11.332 eV

***

5.
The following is a quantum chemistry calculation of a single C5H10O molecule in a non-equilibrium geometry, from the OMol25 dataset.

Structure (XYZ):
```
16
Properties=species:S:1:pos:R:3:forces:R:3:mulliken_charge:R:1
C 1.01510 -1.49369 -0.12717 1.7 -1.2 0.3 -1.21
C -0.17755 -0.74828 0.48804 1.2 -1.2 -0.3 0.09
C -0.23897 0.71404 0.57333 -0.7 1.7 1.1 0.13
C 0.83328 1.45567 -0.11557 0.2 2.2 -1.0 -1.43
C -1.14414 0.03570 -0.39777 -1.1 -1.6 1.9 -0.16
H 1.86969 -1.77493 0.64561 -2.1 0.3 -1.1 0.28
H 0.52763 -2.44898 -0.51801 1.3 1.0 0.2 0.31
H 1.68757 -0.98762 -0.91105 -1.7 -0.6 0.8 0.25
H -0.58628 -1.34249 1.34328 -0.1 0.8 -1.1 0.34
H -0.61595 1.18969 1.52040 0.1 -0.6 -1.2 0.37
H 1.67752 1.63612 0.52747 0.6 -0.2 0.1 0.34
H 1.10445 0.92916 -1.02673 0.4 0.0 0.1 0.29
H 0.55071 2.49002 -0.49402 -0.1 -1.1 0.6 0.31
H -0.99571 0.12355 -1.45903 0.3 0.1 -0.3 0.35
H -3.03330 0.51487 -0.01307 0.6 -0.7 -0.1 0.31
O -2.47406 -0.29282 -0.03571 -0.6 1.1 -0.1 -0.56
```
Positions in Å, forces in eV/Å.

Output
**SMILES string**: C[C@@H]1[C@H](C)[C@H]1O
**ΔE to the lowest compared entry with this formula, charge and spin**: 43.4 kcal per mole
**Spin multiplicity**: 1
**HOMO-LUMO gap**: 10.677 eV

***

6.
The following is a quantum chemistry calculation of a single C5H10O molecule, from the OMol25 dataset.

Structure (XYZ):
```
16
Properties=species:S:1:pos:R:3:forces:R:3:mulliken_charge:R:1
C -1.85113 -0.45602 0.14864 0.0 0.0 0.0 -1.35
C -0.74713 0.38484 -0.46863 0.1 -0.3 0.1 0.40
O -1.24937 1.71238 -0.56212 0.2 0.2 -0.1 -0.56
C 0.54019 0.36328 0.34457 -0.1 0.1 0.1 -0.19
C 1.24574 -0.92535 0.64803 0.0 -0.2 0.1 -0.59
C 1.86176 0.05302 -0.30677 0.2 0.1 -0.2 -0.59
H -1.99552 -0.19079 1.20076 0.0 0.0 -0.1 0.31
H -1.60154 -1.52050 0.08864 0.0 0.2 0.0 0.36
H -2.78835 -0.28692 -0.38952 0.1 0.0 0.1 0.37
H -0.54280 -0.00114 -1.48354 0.0 0.0 0.2 0.13
H -0.52337 2.27230 -0.86496 -0.2 0.0 0.0 0.32
H 0.54063 1.10672 1.14294 0.0 -0.2 -0.1 0.40
H 1.69205 -1.04308 1.63146 -0.1 0.0 -0.2 0.25
H 0.83029 -1.84026 0.23479 0.1 0.1 0.0 0.23
H 1.83232 -0.21916 -1.35897 0.0 0.1 0.1 0.23
H 2.75621 0.59070 -0.00532 -0.2 -0.1 0.0 0.27
```
Positions in Å, forces in eV/Å.

Output
**SMILES string**: C[C@@H](O)C1CC1
**ΔE to the lowest compared entry with this formula, charge and spin**: 23.9 kcal per mole
**Spin multiplicity**: 1
**HOMO-LUMO gap**: 11.134 eV

***

7.
The following is a quantum chemistry calculation of 2 unconnected molecules or ions with the total composition C5H10O, from the OMol25 dataset.

Structure (XYZ):
```
16
Properties=species:S:1:pos:R:3:forces:R:3:mulliken_charge:R:1
C -2.40386 0.41085 -0.09054 0.0 0.1 0.0 -1.31
C -1.06726 -0.35074 -0.12011 0.1 -0.1 0.0 -0.16
C 0.04269 0.65862 -0.01845 -0.2 0.1 0.0 -0.58
C 1.77663 -1.02696 0.36164 0.2 0.0 -0.1 -1.00
C 2.55862 0.05194 -0.02890 -0.1 0.0 0.0 0.30
O 2.05718 1.04651 -0.61594 0.0 -0.2 0.1 -0.54
H -3.24201 -0.29049 -0.16115 0.1 0.1 0.0 0.36
H -2.51685 0.97727 0.84025 0.0 -0.1 -0.1 0.35
H -2.48126 1.11435 -0.92709 0.0 -0.1 0.1 0.36
H -1.01088 -1.07360 0.69837 0.0 0.1 -0.1 0.34
H -0.99894 -0.90830 -1.06113 0.0 0.1 0.1 0.31
H -0.01698 1.42541 -0.78235 0.0 -0.1 0.1 0.30
H 0.28031 1.03289 0.96996 0.0 -0.1 -0.1 0.37
H 1.13731 -1.42851 -0.41838 0.0 0.1 0.1 0.26
H 2.15613 -1.76496 1.06622 0.0 0.1 -0.1 0.28
H 3.64311 0.08029 0.16620 -0.1 0.0 0.0 0.36
```
Positions in Å, forces in eV/Å.

Output
**ΔE to the lowest compared entry with this formula, charge and spin**: 103.5 kcal per mole
**Spin multiplicity**: 1
**HOMO-LUMO gap (alpha / beta)**: 7.658 / 7.656 eV

***

8.
The following is a quantum chemistry calculation of 2 unconnected molecules or ions with the total composition C5H10O, from the OMol25 dataset.

Structure (XYZ):
```
16
Properties=species:S:1:pos:R:3:forces:R:3:mulliken_charge:R:1
C 2.02028 -0.14799 0.13021 0.1 0.0 0.0 -1.45
C 0.62172 0.46989 0.08540 0.0 0.0 0.0 0.56
C -0.12919 -0.06322 -1.11575 -0.1 -0.2 0.0 -0.25
C -1.04571 -0.92326 -0.68388 0.1 0.1 -0.3 -0.68
O -1.17267 -1.01191 0.66734 0.0 -0.1 0.0 -0.35
C -0.32096 0.01149 1.21952 0.1 0.2 0.1 -0.58
H 2.58240 0.14405 -0.76411 0.0 -0.1 0.2 0.38
H 2.59030 0.16307 1.01254 -0.1 0.0 -0.1 0.38
H 1.93955 -1.24097 0.12882 0.0 0.1 0.0 0.33
H 0.70103 1.56457 0.09490 0.0 -0.2 -0.1 0.30
H -2.37154 1.06515 -0.79880 -0.3 0.1 0.1 -0.20
H 0.11654 0.14523 -2.14893 0.0 -0.1 0.1 0.36
H -1.74619 -1.53669 -1.23812 0.2 0.0 0.0 0.40
H -3.01042 1.01698 -0.41733 -0.1 0.2 0.0 0.21
H -0.96471 0.83294 1.55947 0.1 -0.1 -0.1 0.29
H 0.19546 -0.41348 2.08547 0.0 0.1 -0.2 0.30
```
Positions in Å, forces in eV/Å.

Output
**SMILES string**: C[C@H]1C=COC1.[H][H]
**ΔE to the lowest compared entry with this formula, charge and spin**: 45.3 kcal per mole
**Spin multiplicity**: 1
**HOMO-LUMO gap**: 9.611 eV

***

Among the records above, which one has the lowest ΔE to the lowest compared entry with this formula, charge and spin?
number 6